Below is a 10-piece molecular cluster, C20H24Cl27NO4 overall, with properties calculated with ωB97M-V with the def2-TZVPD basis set.

- Strongest force on any atom: 0.98 eV/Å
- E_HOMO: -9.20 eV
- Kohn-Sham gap: 8.4 eV
- E_tot: -368913.6861 eV

Bonds (Å) are listed after each position.
Positions of all 76 atoms, in Å:
1 C 4.6138 1.1474 -0.4390  C2 1.535, H17 1.091, H18 1.095, H19 1.093
2 C 3.3777 1.4713 -1.2893  C1 1.535, C3 1.556, H20 1.094, H21 1.092
3 C 3.2459 0.4976 -2.4954  C2 1.556, C4 1.494, H22 1.093, H23 1.096
4 C 1.9207 -0.1894 -2.5576  C3 1.494, C5 1.345, C15 1.489
5 C 0.6778 0.2912 -2.7436  C4 1.345, C6 1.500, C12 1.500
6 C 0.3397 1.7361 -2.9606  C5 1.500, C7 1.540, H24 1.092, H25 1.096
7 C -0.5972 2.4288 -1.9536  C6 1.540, O8 1.204, N9 1.421
8 O -0.2638 3.5226 -1.5770  C7 1.204
9 N -1.7898 1.8319 -1.4636  C7 1.421, C10 1.475, C11 1.469
10 C -1.5342 0.8458 -0.3971  N9 1.475, H26 1.097, H27 1.095, H28 1.092
11 C -2.7397 1.4219 -2.5064  N9 1.469, H29 1.092, H30 1.096, H31 1.088
12 C -0.2310 -0.9019 -2.7277  C5 1.500, O13 1.181, O14 1.405
13 O -1.2674 -1.0985 -3.2590  C12 1.181
14 O 0.4607 -1.9334 -2.0701  C12 1.405, C15 1.399
15 C 1.7961 -1.6640 -2.3906  C4 1.489, O14 1.399, O16 1.186
16 O 2.5946 -2.5179 -2.5902  C15 1.186
17 H 4.8585 1.9698 0.2354  C1 1.091
18 H 5.4750 0.9769 -1.0942  C1 1.095
19 H 4.4711 0.2369 0.1494  C1 1.093
20 H 3.5190 2.4823 -1.6839  C2 1.094
21 H 2.4737 1.4375 -0.6779  C2 1.092
22 H 3.4728 1.0015 -3.4390  C3 1.093
23 H 4.0069 -0.2867 -2.4078  C3 1.096
24 H 1.2759 2.2901 -2.8616  C6 1.092
25 H -0.0160 1.9067 -3.9836  C6 1.096
26 H -0.4703 0.7957 -0.1357  C10 1.097
27 H -1.8770 -0.1540 -0.6832  C10 1.095
28 H -2.0723 1.1293 0.5102  C10 1.092
29 H -2.3306 1.5407 -3.5122  C11 1.092
30 H -3.6373 2.0481 -2.4455  C11 1.096
31 H -3.0531 0.3859 -2.3929  C11 1.088
32 Cl -3.2494 2.1604 2.6239  C33 1.762
33 C -4.8839 2.5677 2.1052  Cl32 1.762, Cl34 1.765, Cl35 1.762, H36 1.082
34 Cl -4.9275 2.8252 0.3598  C33 1.765
35 Cl -6.0236 1.3108 2.5805  C33 1.762
36 H -5.1691 3.4922 2.5893  C33 1.082
37 Cl 3.1213 -3.9103 0.3983  C38 1.772
38 C 2.4740 -5.1762 -0.6586  Cl37 1.772, Cl39 1.761, Cl40 1.761, H41 1.081
39 Cl 3.7804 -6.1614 -1.3093  C38 1.761
40 Cl 1.3021 -6.1680 0.2050  C38 1.761
41 H 1.9709 -4.6935 -1.4848  C38 1.081
42 Cl -1.5489 6.1840 3.9458  C43 1.767
43 C -0.3018 5.5003 2.8963  Cl42 1.767, Cl44 1.766, Cl45 1.756, H46 1.082
44 Cl 0.8420 4.5389 3.8382  C43 1.766
45 Cl -1.0156 4.5473 1.6055  C43 1.756
46 H 0.2424 6.3232 2.4516  C43 1.082
47 Cl 2.3091 -4.5619 4.5241  C48 1.763
48 C 3.8050 -5.2224 3.8640  Cl47 1.763, Cl49 1.765, Cl50 1.763, H51 1.081
49 Cl 5.2008 -4.6594 4.7861  C48 1.765
50 Cl 3.7476 -6.9841 3.8211  C48 1.763
51 H 3.9079 -4.8682 2.8477  C48 1.081
52 Cl -7.3483 -1.7795 2.2199  C53 1.762
53 C -6.2123 -2.8174 1.3610  Cl52 1.762, Cl54 1.767, Cl55 1.763, H56 1.083
54 Cl -7.0462 -3.7700 0.1280  C53 1.767
55 Cl -4.9009 -1.8861 0.6386  C53 1.763
56 H -5.7801 -3.5061 2.0759  C53 1.083
57 Cl -2.9484 -3.9002 -2.4714  C58 1.759
58 C -4.1141 -5.0965 -1.9214  Cl57 1.759, Cl59 1.763, Cl60 1.771, H61 1.081
59 Cl -4.7632 -6.0202 -3.2758  C58 1.763
60 Cl -3.3922 -6.1772 -0.7181  C58 1.771
61 H -4.9388 -4.5836 -1.4455  C58 1.081
62 Cl -2.0449 -3.1044 2.1218  C63 1.763
63 C -2.3214 -4.7412 2.7151  Cl62 1.763, Cl64 1.760, Cl65 1.769, H66 1.082
64 Cl -0.9206 -5.3350 3.5999  C63 1.760
65 Cl -3.7777 -4.7931 3.7186  C63 1.769
66 H -2.4831 -5.3884 1.8627  C63 1.082
67 Cl 5.1885 1.3252 -5.1983  C68 1.769
68 C 6.7717 0.5652 -4.9838  Cl67 1.769, Cl69 1.762, Cl70 1.761, H71 1.082
69 Cl 7.6482 1.3137 -3.6508  C68 1.762
70 Cl 6.5931 -1.1680 -4.7316  C68 1.761
71 H 7.3411 0.7239 -5.8895  C68 1.082
72 Cl -1.6853 10.9799 5.6481  C73 1.763
73 C -0.6297 9.6042 5.9686  Cl72 1.763, Cl74 1.762, Cl75 1.763, H76 1.082
74 Cl 0.2688 9.1507 4.5227  C73 1.762
75 Cl 0.4630 9.9456 7.3093  C73 1.763
76 H -1.2511 8.7638 6.2495  C73 1.082